(1)
Below is an isolated ion of composition C16H17N2O6 and charge +1, with properties calculated with the ωB97M-V functional and the def2-TZVPD basis.

Last column: Mulliken charge in e.
CARTESIAN COORDINATES (ANGSTROEM)
C  0.3710  0.7639  4.7158  -1.095
C  1.4675  0.7482  3.5099  0.329
O  2.7099  0.2703  4.0954  -0.537
C  1.0413  -0.3336  2.3650  -0.835
O  1.2906  0.1490  1.0074  -0.264
C  0.1302  0.1160  0.2054  0.181
N  -1.0399  0.8108  0.7316  0.037
C  -2.2867  0.8994  0.0185  0.258
C  -3.5637  1.7033  0.6042  -0.742
C  -3.4050  3.2114  0.0131  0.548
O  -2.9158  4.1423  0.6785  -0.468
O  -3.8262  3.3944  -1.3579  -0.451
C  -2.4696  0.2536  -1.3744  -0.721
C  -1.2640  -0.5014  -2.0102  0.787
C  -1.4667  -1.1179  -3.4739  0.361
O  -1.3534  -0.3017  -4.4276  -0.460
O  -1.7767  -2.4673  -3.7616  -0.421
C  0.0706  -0.5755  -1.2038  -0.016
C  1.3722  -1.3067  -1.8156  0.433
C  2.6773  -0.5100  -1.6568  -0.407
C  3.9712  -1.2083  -2.2306  -0.376
C  3.6347  -2.6040  -2.8513  -0.316
C  2.2328  -3.2389  -2.9355  -0.235
N  1.1024  -2.5589  -2.4137  -0.406
H  -0.3433  1.6407  4.5154  0.261
H  0.8860  0.8346  5.7302  0.333
H  -0.2318  -0.2234  4.7025  0.287
H  1.5831  1.8075  3.0621  0.338
H  3.4442  0.9065  3.9027  0.341
H  -0.0280  -0.7037  2.5449  0.510
H  1.7255  -1.2552  2.5154  0.320
H  -0.9977  1.2954  1.6523  0.254
H  -3.5676  1.7311  1.7442  0.380
H  -4.5511  1.2595  0.2172  0.354
H  -3.0489  3.0852  -1.8973  0.365
H  -3.4590  0.3368  -1.9385  0.406
H  -2.5025  -2.7294  -3.1489  0.367
H  2.7274  0.5177  -1.1408  0.296
H  5.0127  -0.7612  -2.1690  0.372
H  4.5072  -3.1999  -3.3058  0.293
H  2.1396  -4.2806  -3.4182  0.340

- HOMO level: -12.1 eV
- Orbital gap: 7.13 eV
- Charge: +1
- Electronic energy: -1180.3052 hartree
- Largest force on an atom: 5.86 eV/A
- SMILES string: C[C@@H](O)COc1[nH+]c(CC(=O)O)cc(C(=O)O)c1-c1ccccn1



(2)
Below is C13H52Br2N22NbO11P2 as an isolated structure, with properties calculated with the ωB97M-V functional and the def2-TZVPD basis.

Last column: Mulliken charge in e.
CARTESIAN COORDINATES (ANGSTROEM)
C  -0.6063  1.6112  1.5553  -1.630
C  -1.3306  1.0417  0.4086  0.716
Br  -2.3478  -0.4928  0.8753  -0.235
C  -1.3696  1.4675  -0.8466  0.361
Br  -0.3146  3.0698  -1.0585  -0.327
Nb  -2.5473  0.4955  -2.5580  -0.889
P  -1.6718  -1.9517  -2.4393  0.094
N  -0.2384  -1.5421  -1.8639  -0.237
P  -0.8226  0.9950  -4.4239  0.324
N  -1.2473  2.2767  -5.5634  -0.700
O  0.6155  1.5564  -3.8719  -0.431
H  -0.8320  1.0957  2.4760  0.471
H  -0.9130  2.6393  1.7056  0.320
H  0.4656  1.5771  1.3974  0.234
H  -3.5632  -0.1012  -3.9661  0.081
H  -3.3874  2.0449  -2.9862  -0.043
H  -3.9499  0.2116  -1.4376  0.075
H  -2.4806  -2.7950  -1.6496  0.014
H  -1.6159  -2.6549  -3.6620  0.005
H  -0.0632  -1.8842  -0.9234  0.087
H  -0.4143  2.4616  -6.1223  0.231
H  -1.8799  1.8348  -6.2249  0.260
H  0.6440  2.5302  -3.9011  0.232
C  2.2764  -3.2766  0.5212  0.474
O  1.2436  -2.6357  0.4793  -0.679
N  2.4503  -4.4731  -0.1144  -0.287
N  3.3704  -2.8294  1.2288  -0.222
H  3.2944  -5.0166  -0.0375  0.207
H  1.6854  -4.8054  -0.6696  0.200
H  3.2898  -1.9418  1.6957  0.264
H  4.2386  -3.3273  1.2557  0.149
C  3.1333  -1.1087  -5.7847  0.546
O  3.4108  -1.6103  -6.8694  -0.710
N  3.7604  -1.5030  -4.6269  -0.341
N  2.1982  -0.1412  -5.6182  -0.206
H  3.5277  -1.1262  -3.7270  0.197
H  4.4503  -2.2227  -4.6995  0.186
H  1.6993  0.1524  -6.4345  0.125
H  1.9553  0.2778  -4.7334  0.250
C  3.8413  0.7800  3.1768  0.654
O  3.9168  -0.3467  2.7208  -0.736
N  4.2811  1.0756  4.4498  -0.419
N  3.3256  1.8415  2.4876  -0.353
H  4.2254  1.9893  4.8542  0.151
H  4.6612  0.3216  4.9866  0.219
H  2.9755  1.6737  1.5619  0.192
H  3.2653  2.7658  2.8667  0.157
C  4.4399  -7.0080  1.6799  0.724
O  4.5526  -6.4735  0.5880  -0.739
N  4.0006  -8.2966  1.8094  -0.402
N  4.7195  -6.3658  2.8541  -0.435
H  3.8890  -8.7542  2.6931  0.163
H  3.7745  -8.7896  0.9675  0.222
H  5.0674  -5.4262  2.8087  0.223
H  4.6112  -6.7859  3.7606  0.163
C  -7.1696  -0.6357  -3.6701  0.562
O  -6.1474  -0.8204  -3.0609  -0.514
N  -7.2808  -0.8910  -5.0229  -0.385
N  -8.3186  -0.1433  -3.0760  -0.404
H  -8.1152  -0.7387  -5.5532  0.145
H  -6.4568  -1.2320  -5.4803  0.233
H  -8.2633  0.0628  -2.0978  0.222
H  -9.1729  0.0235  -3.5690  0.142
C  0.0479  5.4932  -4.3592  0.591
O  0.9283  4.6332  -4.4279  -0.704
N  -1.2625  5.2036  -4.5374  -0.135
N  0.3309  6.8052  -4.0846  -0.351
H  -1.9710  5.9040  -4.4437  0.106
H  -1.5090  4.2256  -4.7221  0.203
H  1.2902  7.0401  -3.9236  0.179
H  -0.3777  7.5191  -4.0460  0.164
C  -2.5497  9.1596  -5.0234  0.679
O  -2.0312  8.8447  -3.9637  -0.705
N  -3.3038  8.2972  -5.7677  -0.335
N  -2.4123  10.4201  -5.5449  -0.403
H  -3.7275  8.5484  -6.6392  0.167
H  -3.4371  7.3679  -5.4180  0.212
H  -1.8636  11.0733  -5.0206  0.222
H  -2.8244  10.7083  -6.4104  0.152
C  -2.5702  3.8936  4.1952  0.692
O  -1.4232  3.4958  4.1719  -0.621
N  -2.9169  5.1634  3.8021  -0.403
N  -3.6135  3.0995  4.6008  -0.394
H  -3.8579  5.5036  3.7964  0.152
H  -2.1781  5.7571  3.4795  0.216
H  -3.3918  2.1603  4.8689  0.214
H  -4.5678  3.4004  4.6096  0.154
C  2.3964  -4.6851  5.1385  0.605
O  3.3793  -5.2018  5.6757  -0.724
N  2.2515  -4.7028  3.7849  -0.145
N  1.4082  -4.0820  5.8540  -0.304
H  1.4745  -4.3097  3.2865  0.137
H  3.0058  -5.1371  3.2867  0.076
H  1.5032  -4.0649  6.8551  0.227
H  0.6088  -3.6570  5.4252  0.159
C  1.5052  -5.3716  9.3494  0.681
O  1.4237  -4.2049  9.0005  -0.718
N  0.4030  -6.1010  9.7141  -0.391
N  2.6979  -6.0333  9.3934  -0.361
H  0.4443  -7.0599  9.9980  0.155
H  -0.4832  -5.6357  9.6837  0.218
H  3.5114  -5.5254  9.1008  0.225
H  2.7891  -6.9920  9.6654  0.160

- HOMO level: -3.2 eV
- Orbital gap: 4.95 eV
- Charge: -1
- Electronic energy: -8446.7768 hartree
- Largest force on an atom: 3.19 eV/A



(3)
Below is C36H32Cl2InNO11PS as an isolated structure, with properties calculated with the ωB97M-V functional and the def2-TZVPD basis.

Last column: Mulliken charge in e.
CARTESIAN COORDINATES (ANGSTROEM)
In  0.8437  -0.7690  -0.0295  0.801
C  -5.7713  2.4386  -3.2193  -0.418
C  -5.8504  2.4441  -1.8360  -0.786
C  -4.7694  2.0242  -1.0700  -0.041
C  -3.5891  1.6055  -1.6768  -0.110
C  -3.5171  1.6192  -3.0716  -0.179
C  -4.5990  2.0191  -3.8365  -0.661
P  -2.0796  1.0588  -0.7797  0.076
C  -2.5834  1.3434  0.9591  0.961
C  -2.4888  2.6456  1.4519  -0.726
C  -2.8429  2.9400  2.7571  -0.650
C  -3.2698  1.9252  3.6043  -0.630
C  -3.3456  0.6253  3.1334  -0.583
C  -3.0108  0.3363  1.8176  -0.161
C  -2.2363  -0.7696  -0.8891  0.673
C  -3.4374  -1.3627  -1.2810  -0.242
C  -3.5676  -2.7407  -1.3463  -0.799
C  -2.4866  -3.5351  -1.0017  -1.011
C  -1.2977  -2.9476  -0.5920  -0.416
C  -1.1323  -1.5622  -0.5310  -0.051
H  -6.6147  2.7638  -3.8154  0.366
H  -6.7596  2.7705  -1.3459  0.393
H  -4.8473  2.0176  0.0096  0.385
H  -2.5980  1.3071  -3.5553  0.447
H  -4.5267  2.0141  -4.9172  0.386
H  -2.1285  3.4390  0.8053  0.440
H  -2.7628  3.9565  3.1182  0.439
H  -3.5237  2.1483  4.6329  0.354
H  -3.6564  -0.1750  3.7937  0.365
H  -3.0691  -0.6850  1.4641  0.337
H  -4.2869  -0.7411  -1.5361  0.335
H  -4.5051  -3.1846  -1.6583  0.388
H  -2.5635  -4.6151  -1.0568  0.398
H  -0.4662  -3.5868  -0.3268  0.581
O  1.3371  1.2683  3.2553  -0.646
Cl  1.3430  -0.1433  3.0735  1.619
O  1.7280  -0.8072  4.2823  -0.688
O  0.0361  -0.6207  2.6289  -0.430
O  2.2766  -0.5171  1.9900  -0.707
C  3.5778  -4.9160  1.3450  -1.178
C  2.2620  -5.0278  2.0981  -0.375
S  1.5489  -3.3873  2.2792  0.393
O  1.2435  -2.9930  0.8589  -0.636
C  -0.0355  -3.8509  2.9954  0.068
C  0.0906  -4.1279  4.4841  -1.325
H  3.9938  -5.9076  1.1644  0.394
H  4.3046  -4.3356  1.9131  0.325
H  3.4222  -4.4196  0.3875  0.244
H  2.3997  -5.4203  3.1076  0.356
H  1.5366  -5.6464  1.5649  0.300
H  -0.4363  -4.6951  2.4295  0.476
H  -0.6523  -2.9726  2.8019  -0.035
H  0.6255  -5.0577  4.6810  0.367
H  -0.9006  -4.2149  4.9293  0.397
H  0.6144  -3.3109  4.9791  0.291
O  2.9187  1.1815  -0.4228  -0.718
C  1.9794  1.8106  0.0525  0.483
O  0.8391  1.3096  0.3661  0.156
C  2.1324  3.2771  0.3541  0.388
C  3.2557  3.9457  -0.1159  -0.666
C  3.4387  5.2954  0.1495  -0.573
C  2.5025  5.9859  0.9007  -0.558
C  1.3940  5.2950  1.3619  -0.173
C  1.1814  3.9534  1.1055  -0.289
N  0.4028  6.0354  2.1648  0.997
O  -0.6166  5.4585  2.4860  -0.557
O  0.6635  7.1850  2.4727  -0.660
H  3.9775  3.3793  -0.6880  0.510
H  4.3131  5.8111  -0.2246  0.384
H  2.6146  7.0335  1.1345  0.489
H  0.3176  3.4298  1.4878  0.546
Cl  6.0479  -1.3657  -6.8549  -0.242
C  4.9006  -1.2687  -5.5414  0.466
C  3.5601  -1.0771  -5.8292  -0.763
C  2.6590  -0.9820  -4.7803  -0.128
C  3.0934  -1.1040  -3.4677  0.018
C  4.4410  -1.3067  -3.2003  -0.313
C  5.3560  -1.3799  -4.2383  -0.798
C  2.1234  -0.9760  -2.3384  0.627
O  1.1146  -0.2659  -2.4512  -0.626
O  2.4000  -1.6085  -1.2632  -0.604
H  3.2338  -0.9944  -6.8565  0.401
H  1.6096  -0.8011  -4.9714  0.446
H  4.7601  -1.3977  -2.1711  0.479
H  6.4099  -1.5230  -4.0451  0.402

- HOMO level: -5.5 eV
- Orbital gap: 7.45 eV
- Charge: -1
- ΔE to the lowest compared entry with this formula, charge and spin: 0.0 kcal/mol
- Electronic energy: -4123.3462 hartree
- Largest force on an atom: 0.31 eV/A